ORCA calculation (the ωB97M-V functional and the def2-TZVPD basis) on a cluster of 2 separate species, CCl2O3S2 in total in a non-equilibrium geometry.

LUMO level (spin up / spin down), hartree: -0.1326 / -0.1325
HOMO level (spin up / spin down), Ha: -0.363 / -0.363
Maximum force, eV Å⁻¹: 4.2
Energy relative to the best compared isomer or geometry (same formula, charge and spin), eV: 3.662
Frontier orbital gap (spin up / spin down), eV: 6.27 / 6.27

CARTESIAN COORDINATES (ANGSTROEM)
C 0.4933 1.2897 -0.4749
O 0.2736 2.1562 -1.2962
O -2.0354 0.9173 -0.0930
O -0.5471 -0.0126 1.5509
S -1.3154 -2.1474 -1.5574
S -0.8067 0.2105 0.1591
Cl 1.9792 0.9605 0.2699
Cl -2.7769 -1.1207 -2.4168



ORCA calculation (the ωB97M-V functional and the def2-TZVPD basis) on a cluster of 2 separate species, CCl3O2P in total in a non-equilibrium geometry.

LUMO level (spin up / spin down), hartree: -0.0900 / -0.0901
HOMO level (spin up / spin down), Ha: -0.337 / -0.337
Maximum force, eV Å⁻¹: 3.8
Energy relative to the best compared isomer or geometry (same formula, charge and spin), eV: 0.445
Frontier orbital gap (spin up / spin down), eV: 6.73 / 6.72

CARTESIAN COORDINATES (ANGSTROEM)
C -0.3312 0.8909 0.6361
O 0.5194 -2.0067 -0.0473
O 0.2614 0.0315 -1.3430
P 0.6213 -1.4173 -1.4060
Cl -1.2500 2.1071 -0.0728
Cl 0.9976 1.4984 1.4789
Cl -1.3564 -0.3193 1.2369



ORCA calculation (the ωB97M-V functional and the def2-TZVPD basis) on a cluster of 2 separate species, CClF2O2S in total in a non-equilibrium geometry.

Net charge: -1
LUMO level (spin up / spin down), hartree: 0.0799 / 0.0800
HOMO level (spin up / spin down), Ha: -0.189 / -0.189
Maximum force, eV Å⁻¹: 2.4
Energy relative to the best compared isomer or geometry (same formula, charge and spin), eV: 1.907
Frontier orbital gap (spin up / spin down), eV: 7.31 / 7.32

CARTESIAN COORDINATES (ANGSTROEM)
C -0.6214 -0.3360 -0.0518
O 1.2400 1.5928 0.6272
O 1.3942 0.4540 -1.6503
F -1.0489 -1.0564 -1.1312
F -1.4536 0.6877 0.0073
S 1.3542 0.3366 -0.1681
Cl -0.8644 -1.6787 2.3669